This record from the Open Molecules 2025 dataset describes a molecular structure, C47H36ClN4ORuSSbSe in a non-equilibrium geometry. The level of theory is ωB97M-V with the def2-TZVPD basis set.

```
93
Properties=species:S:1:pos:R:3:lowdin_charge:R:1
Sb -2.51 0.51 -1.03 1.548
Ru -0.07 0.91 -0.25 0.766
Se -1.76 0.57 3.00 0.973
Cl 2.89 -5.34 2.45 0.718
S -1.20 2.14 1.75 0.366
O -0.41 -0.69 1.12 -0.390
N 1.85 1.66 0.38 0.000
N 0.87 -0.69 -1.35 0.004
N 0.32 1.84 -2.06 -0.063
N 3.94 1.68 1.11 0.154
C 0.11 -2.49 2.55 -0.007
C -2.88 2.49 7.09 -0.031
C 3.92 3.96 2.22 0.011
C 1.72 0.61 -5.25 -0.001
C 3.40 2.89 1.49 -0.175
C 0.87 1.03 -3.01 -0.151
C -5.23 1.87 -1.44 -0.110
C 1.59 -1.61 -0.78 -0.088
C 3.07 5.03 2.44 -0.058
C 2.09 2.88 1.01 -0.233
C -5.43 -1.92 2.08 -0.057
C 1.92 -0.70 -4.92 -0.035
C -3.41 3.07 -2.49 -0.137
C 0.13 3.11 -2.34 -0.125
C -3.87 2.01 -1.71 -0.356
C 1.93 -3.97 2.03 -0.673
C 1.77 5.05 1.91 -0.061
C 1.27 4.00 1.18 -0.085
C -2.25 1.46 4.62 -0.512
C 1.62 -1.17 -3.64 0.008
C -5.16 -0.58 2.28 -0.080
C -2.97 1.12 6.88 -0.049
C 0.95 2.87 -4.57 0.031
C -4.07 -1.91 0.09 -0.094
C 1.18 1.51 -4.31 -0.133
C -4.32 4.00 -2.99 -0.068
C -2.35 -0.75 -2.74 -0.365
C -2.66 0.60 5.63 -0.113
C 0.88 -3.57 2.87 -0.063
C -2.47 -1.10 -5.11 -0.064
C -3.78 -0.57 0.30 -0.377
C -4.90 -2.58 0.98 -0.049
C -2.48 3.34 6.06 -0.045
C 1.13 -0.32 -2.67 -0.212
C -1.64 -2.85 -3.68 -0.074
C 0.44 3.67 -3.59 -0.021
C 2.98 1.00 0.46 -0.110
C -6.12 2.80 -1.95 -0.058
C -5.67 3.86 -2.72 -0.059
C -1.95 -2.37 -4.95 -0.067
C -4.32 0.10 1.39 -0.232
C 2.15 -3.29 0.86 -0.052
C 0.32 -1.74 1.37 -0.333
C -1.82 -2.03 -2.57 -0.163
C 1.35 -2.20 0.49 -0.141
C -2.68 -0.29 -4.00 -0.108
C -2.17 2.83 4.82 -0.108
H 0.25 4.72 -3.76 0.122
H 4.93 3.95 2.60 0.124
H -1.77 -3.00 -5.81 0.113
H -3.96 4.82 -3.60 0.112
H 2.94 -3.63 0.19 0.121
H -6.07 -2.45 2.77 0.115
H -5.59 1.04 -0.85 0.095
H 2.45 -1.98 -1.33 0.142
H -7.18 2.69 -1.75 0.115
H 4.88 1.36 1.28 0.176
H 0.69 -4.14 3.77 0.119
H 3.14 0.01 0.06 0.125
H -1.86 3.49 4.02 0.074
H -3.12 0.70 -4.13 0.095
H -1.25 -3.85 -3.55 0.113
H -3.68 -2.43 -0.78 0.089
H -5.60 -0.04 3.11 0.116
H -2.42 4.41 6.24 0.120
H -2.73 -0.47 5.46 0.109
H 1.15 5.93 2.09 0.114
H -4.14 1.16 1.53 0.078
H 2.32 -1.39 -5.66 0.122
H -6.37 4.59 -3.10 0.115
H 1.75 -2.22 -3.41 0.123
H -3.11 2.90 8.07 0.122
H -2.73 -0.74 -6.10 0.113
H 0.28 4.05 0.74 0.049
H -0.29 3.72 -1.55 0.108
H 3.42 5.88 3.01 0.116
H -3.27 0.46 7.68 0.121
H -1.56 -2.39 -1.58 0.095
H 1.98 0.98 -6.24 0.128
H -2.36 3.17 -2.71 0.067
H -0.71 -2.19 3.19 0.093
H 1.19 3.27 -5.55 0.134
H -5.13 -3.63 0.80 0.117
```

Its relative energy (zero: lowest compared OMol25 entry of this formula, charge and spin) is 58.93 kcal/mol. Its molar mass is 1042.14 g mol⁻¹. Its net charge is +2.

=====

This record from the Open Molecules 2025 dataset describes 8 unconnected molecules or ions with the total composition C47H36N2O29P in a non-equilibrium geometry. The level of theory is ωB97M-V with the def2-TZVPD basis set.

```
115
Properties=species:S:1:pos:R:3:lowdin_charge:R:1
P 0.46 1.44 0.34 0.843
O 7.28 -9.09 -3.98 0.120
O 0.25 -8.49 0.31 0.138
O -0.52 -3.35 -3.69 0.102
O 9.17 -7.24 -3.51 0.118
O -2.65 -2.61 -7.80 0.128
O 2.34 -7.04 -0.58 0.069
O -3.72 4.99 1.04 0.080
O -1.28 7.92 5.51 0.100
O -1.05 4.56 1.16 0.048
O 3.04 11.24 4.65 0.125
O 1.01 2.77 1.10 -0.297
O -4.41 4.02 8.76 0.134
O 0.19 7.78 3.28 0.086
O -5.06 5.87 4.50 0.119
O 2.10 -8.17 -3.85 0.105
O -2.61 0.05 -7.48 0.123
O -0.56 -0.68 -3.34 0.073
O -2.73 9.54 0.54 0.136
O -0.14 -3.22 0.51 0.063
O 1.61 11.33 6.93 0.128
O 3.78 -7.80 -5.91 0.117
O -0.08 9.10 0.57 0.128
O -2.87 4.52 3.72 0.080
O 4.34 -7.19 -0.89 0.058
O -1.34 -6.64 -6.64 0.096
O 6.19 -5.28 -0.47 0.108
O 0.32 -6.35 -8.74 0.115
O -2.19 -4.66 1.48 0.099
O -2.18 2.74 8.00 0.130
N 1.38 0.11 1.01 -0.146
N -3.83 0.46 1.63 0.094
C -0.17 -6.93 -6.45 -0.316
C -3.32 7.28 0.78 0.087
C 2.61 -7.54 -6.12 -0.310
C 7.01 -8.23 -3.15 -0.310
C -1.04 -1.10 -4.38 -0.317
C -2.87 6.03 0.93 -0.233
C 1.67 9.51 3.88 0.081
C 1.62 -7.71 -5.01 -0.229
C 5.74 -8.20 -2.43 0.075
C -1.59 -0.22 -5.40 0.072
C -4.40 5.11 5.39 -0.230
C 0.10 9.64 6.31 0.083
C 1.26 -6.42 -0.10 -0.194
C -2.37 8.39 0.66 -0.301
C 1.25 10.52 6.10 -0.308
C -1.73 1.36 2.20 -0.027
C 0.14 -7.29 0.39 -0.299
C -1.31 1.05 0.87 -0.274
C -1.05 -2.57 -4.64 -0.231
C 2.01 10.40 4.81 -0.228
C 0.54 8.62 4.09 -0.291
C 2.11 -7.07 -7.41 0.081
C -0.01 -4.43 0.47 -0.319
C -0.47 6.81 0.86 0.059
C -0.23 8.75 5.37 -0.228
C 0.81 -6.78 -7.57 -0.232
C -2.43 3.58 5.84 0.064
C -4.82 5.00 6.66 0.088
C -1.05 -6.63 0.94 0.086
C -2.15 -2.20 -6.77 -0.305
C 6.48 -6.15 -1.27 -0.310
C -0.91 8.07 0.70 -0.241
C -3.19 4.40 4.90 -0.313
C 7.76 -6.19 -1.97 0.076
C 8.02 -7.16 -2.85 -0.230
C -3.03 1.03 2.54 -0.030
C -2.17 0.43 -0.06 -0.021
C -2.11 -0.72 -6.53 -0.231
C -1.12 -5.30 0.98 -0.233
C 1.18 -5.08 -0.06 0.079
C 5.49 -7.23 -1.55 -0.216
C -2.84 3.47 7.11 -0.228
C -3.46 0.15 0.37 -0.022
C -1.58 -3.08 -5.76 0.087
C -4.08 4.17 7.61 -0.307
C -1.40 5.72 0.99 -0.283
C 0.32 -7.42 -5.17 0.075
H -4.56 5.78 3.66 0.107
H -5.70 5.51 7.03 0.143
H 0.94 -0.07 1.92 0.031
H -4.14 -0.32 -0.35 0.151
H -4.78 0.22 1.91 0.186
H -1.30 7.39 4.69 0.106
H 2.83 -6.97 -8.21 0.139
H -0.63 -6.22 -8.59 0.121
H -1.99 -3.71 1.39 0.103
H 0.28 3.36 1.38 0.006
H 2.21 9.42 2.94 0.139
H 1.08 -0.70 0.45 0.016
H 4.39 -6.40 -0.32 0.126
H -1.85 -7.26 1.30 0.141
H -0.21 -2.74 -2.99 0.109
H -3.15 4.20 1.14 0.093
H -2.92 -0.56 -8.18 0.126
H -4.37 7.51 0.74 0.141
H -1.54 3.09 5.47 0.129
H 5.03 -8.99 -2.65 0.134
H -1.83 0.16 -1.07 0.110
H 1.98 -4.44 -0.41 0.138
H -3.37 1.24 3.55 0.145
H -1.03 1.82 2.89 0.124
H -1.55 0.85 -5.21 0.136
H -0.64 9.89 0.47 0.130
H -0.45 9.74 7.23 0.139
H -0.40 -7.54 -4.37 0.136
H -1.60 -4.15 -5.95 0.122
H -2.67 2.83 8.84 0.130
H 0.59 6.57 0.89 0.145
H 3.07 11.78 5.47 0.126
H 2.15 -7.99 -0.50 0.140
H 9.10 -8.02 -4.08 0.124
H 8.48 -5.41 -1.75 0.137
H 3.06 -8.30 -4.00 0.103
```

Its molar mass is 1123.76 g mol⁻¹. As for the total energy: -4445.166895 hartree. Its net charge is +1.

=====

This record from the Open Molecules 2025 dataset describes a molecular structure, C47H37Br4N8O4PTi. The level of theory is ωB97M-V with the def2-TZVPD basis set.

```
102
Properties=species:S:1:pos:R:3:lowdin_charge:R:1
Br 1.72 -5.01 6.01 0.611
Br -0.08 -2.86 7.79 0.614
Br -1.24 -0.09 6.29 0.683
Br 2.24 -4.40 2.78 0.709
Ti 0.48 0.28 1.44 0.964
P 0.42 -0.15 -3.35 1.075
O -0.40 -0.03 3.40 -0.206
O 2.31 0.75 2.75 -0.014
O 4.12 -0.29 -1.25 0.007
O 0.80 -1.84 1.91 -0.198
N 0.73 -2.31 -1.57 0.119
N -1.56 1.21 1.04 -0.019
N 2.90 0.01 0.69 0.120
N -0.53 -1.59 -3.34 -0.153
N -3.13 1.37 -1.30 -0.093
N 0.39 3.33 1.15 -0.053
N -1.94 1.64 -1.86 0.101
N 0.89 2.27 0.50 0.009
C -2.03 2.13 -6.59 -0.114
C -2.59 0.30 0.83 -0.233
C -3.91 -1.63 1.49 -0.035
C -2.13 2.74 -2.58 -0.177
C -5.61 -2.70 -0.05 -0.071
C -1.96 4.39 3.79 -0.308
C -0.23 -2.60 -2.44 -0.407
C 1.20 -3.21 3.83 -0.626
C -0.72 3.25 2.04 -0.112
C -1.95 0.50 -4.81 -0.126
C 3.07 0.03 -4.15 -0.117
C -0.53 -4.76 -1.51 -0.098
C -4.07 2.27 -1.66 -0.080
C 4.15 -1.27 -5.87 -0.110
C -0.66 2.31 -6.47 -0.103
C -0.01 -1.10 3.99 -0.443
C -1.73 2.24 1.88 -0.245
C -2.03 5.44 4.87 -0.081
C 4.03 0.00 -0.06 -0.518
C -2.67 1.22 -5.75 -0.102
C 1.05 -3.20 -0.64 -0.126
C -0.90 -3.83 -2.46 -0.045
C -0.56 0.66 -4.69 -0.366
C 4.20 -0.28 -4.90 -0.087
C 0.26 -2.55 5.95 -0.781
C 1.87 -0.63 -4.39 -0.366
C 5.24 0.47 0.75 -0.101
C -2.94 -0.69 1.77 0.010
C -0.24 -1.39 5.33 -0.643
C 2.96 -1.96 -6.09 -0.104
C 0.69 -2.09 3.18 -0.427
C -3.00 3.50 3.56 -0.071
C -2.90 2.48 2.64 -0.012
C 3.19 0.50 1.92 -0.517
C 1.01 4.46 0.76 -0.073
C 0.99 -3.45 5.21 -0.781
C -4.60 -1.63 0.27 -0.293
C 4.68 0.69 2.15 -0.090
C -4.29 -0.64 -0.65 -0.001
C 1.83 2.73 -0.32 -0.132
C 1.83 -1.64 -5.35 -0.093
C 0.45 -4.46 -0.58 -0.082
C -3.47 3.18 -2.49 -0.081
C 0.06 1.59 -5.54 -0.104
C -0.83 4.24 3.00 -0.007
C 1.95 4.12 -0.19 -0.065
C -3.32 0.31 -0.37 -0.129
H 5.14 0.23 -4.69 0.099
H -1.82 6.44 4.48 0.064
H 5.01 -0.05 2.88 0.117
H 6.04 -0.27 0.69 0.105
H -3.92 3.59 4.14 0.099
H -6.51 -2.27 -0.49 0.067
H 1.78 -2.89 0.09 0.077
H 2.92 -2.75 -6.83 0.091
H -1.32 5.24 5.67 0.071
H -2.39 -0.69 2.70 0.111
H 3.14 0.75 -3.35 0.081
H -3.74 1.09 -5.81 0.097
H 5.03 -1.52 -6.44 0.090
H 0.70 5.42 1.14 0.109
H -4.13 -2.39 2.23 0.108
H 1.13 1.74 -5.46 0.098
H -1.68 -4.02 -3.18 0.093
H -0.15 3.02 -7.11 0.093
H -2.47 -0.15 -4.13 0.093
H -4.80 -0.60 -1.60 0.114
H -1.03 -5.72 -1.48 0.095
H 2.37 2.04 -0.94 0.095
H -5.90 -3.25 0.85 0.067
H 2.61 4.78 -0.72 0.080
H -2.60 2.70 -7.31 0.089
H 5.60 1.39 0.30 0.107
H -1.09 -1.84 -4.14 0.079
H -5.21 -3.43 -0.76 0.072
H 4.86 1.68 2.57 0.110
H 0.91 -2.18 -5.51 0.096
H -1.32 3.14 -3.15 0.100
H -3.73 1.78 2.52 0.103
H 0.01 4.91 3.15 0.110
H -3.91 4.04 -2.96 0.077
H 0.72 -5.15 0.20 0.065
H -5.07 2.21 -1.26 0.115
H -3.03 5.46 5.31 0.062
```

The expectation value of S² is 2.00. Its relative energy (zero: lowest compared OMol25 entry of this formula, charge and spin) is 12.99 kcal/mol. Its molar mass is 1176.32 g mol⁻¹. Its net charge is -2. As for the spin multiplicity: 3.

=====

This record from the Open Molecules 2025 dataset describes a molecular structure, C47H37BrCl4HgN6O3PS. The level of theory is ωB97M-V with the def2-TZVPD basis set.

```
101
Properties=species:S:1:pos:R:3:lowdin_charge:R:1
Hg 0.17 0.48 1.22 1.210
Br -7.26 0.40 2.32 0.613
Cl -3.67 3.95 -3.56 0.597
Cl -4.03 1.40 -1.74 0.677
Cl -0.79 5.15 -3.97 0.588
Cl 1.63 3.93 -2.37 0.665
S 2.05 2.83 2.89 0.592
P -0.34 -1.46 -1.90 1.069
O 0.84 1.93 -0.38 -0.236
O -1.57 0.55 -0.42 -0.245
O -1.44 1.94 2.24 -0.182
N 1.77 -0.75 2.76 0.036
N 6.25 -2.05 -0.98 0.091
N 2.26 4.48 0.83 0.081
N 0.14 4.24 1.80 0.062
N 2.36 -0.74 -0.16 0.029
N -0.92 -0.99 2.59 -0.006
C -1.63 -2.76 -1.75 -0.369
C -3.18 -4.40 -2.62 -0.104
C -1.86 5.51 1.77 -0.038
C -2.35 7.22 0.16 -0.110
C -3.56 -4.74 -1.33 -0.108
C 3.94 -1.59 3.30 -0.104
C -1.00 -0.53 -3.37 -0.242
C 1.23 -1.96 2.97 -0.184
C 3.15 -2.27 -3.88 -0.102
C -2.32 3.30 -2.69 -0.728
C 0.06 -4.50 3.37 -0.141
C 2.67 -2.04 -0.16 -0.167
C 3.34 0.12 -0.43 -0.141
C -1.06 3.84 -2.85 -0.739
C -0.20 -2.13 2.86 -0.255
C 3.94 -2.52 -0.41 -0.026
C 4.96 -1.61 -0.69 -0.337
C 3.42 -2.86 3.49 -0.066
C 1.44 3.91 1.76 -0.905
C -4.45 -0.09 2.55 -0.114
C -1.10 7.02 -0.39 -0.093
C -0.61 5.27 1.19 -0.198
C 2.25 -4.42 -3.32 -0.108
C -5.40 0.84 2.19 -0.708
C 0.00 3.32 -2.09 -0.599
C 1.11 -3.80 -2.80 -0.098
C 1.43 -4.36 3.51 -0.098
C -2.49 2.21 -1.82 -0.623
C -5.02 2.09 1.71 -0.163
C -0.15 2.32 -1.14 -0.413
C -1.44 1.65 -1.08 -0.466
C 0.97 -2.42 -2.82 -0.376
C -2.02 -3.11 -0.46 -0.078
C -0.22 6.07 0.11 -0.027
C 2.02 -1.66 -3.36 -0.117
C 3.08 -0.57 2.93 -0.204
C 2.04 -3.09 3.33 -0.189
C -0.75 -3.41 3.07 -0.082
C -2.22 -3.42 -2.83 -0.106
C -2.66 1.54 2.14 -0.378
C -3.68 2.41 1.68 -0.038
C 4.64 -0.26 -0.70 -0.023
C -2.97 -4.10 -0.25 -0.083
C -3.08 0.20 2.49 -0.136
C -2.72 6.46 1.26 -0.094
C 3.27 -3.66 -3.86 -0.121
C -2.21 -0.93 2.75 -0.103
H 1.86 -2.72 0.06 0.115
H -2.04 -0.27 -3.17 0.029
H -3.37 3.35 1.26 0.095
H 3.95 -1.66 -4.29 0.098
H -2.14 4.92 2.64 0.114
H 4.17 -4.13 -4.25 0.088
H 6.98 -1.39 -0.79 0.078
H -3.69 6.60 1.73 0.099
H -1.57 -2.59 0.38 0.080
H -1.81 -3.57 2.95 0.074
H -0.43 3.56 2.31 0.082
H -4.31 -5.50 -1.16 0.090
H -1.94 -3.17 -3.84 0.099
H 4.99 -1.39 3.43 0.085
H -4.76 -1.08 2.86 0.095
H 2.06 -5.21 3.77 0.082
H -3.26 -4.36 0.77 0.095
H 6.47 -2.98 -0.65 0.079
H -5.76 2.79 1.35 0.093
H 4.06 -3.69 3.76 0.094
H 4.13 -3.59 -0.40 0.111
H -3.64 -4.90 -3.47 0.091
H -2.74 -1.81 3.11 0.099
H 5.40 0.49 -0.91 0.101
H 0.33 -4.42 -2.37 0.096
H -0.44 0.39 -3.51 0.038
H -0.93 -1.13 -4.28 0.033
H -0.40 -5.47 3.49 0.085
H 3.17 4.06 0.87 0.067
H 2.33 -5.50 -3.30 0.091
H -0.79 7.60 -1.26 0.097
H 0.73 5.96 -0.36 0.073
H -3.03 7.95 -0.26 0.090
H 1.89 4.48 -0.12 -0.016
H 1.95 -0.58 -3.34 0.106
H 3.04 1.17 -0.43 0.093
H 3.44 0.44 2.75 0.044
```

The expectation value of S² is 0.80. Its relative energy (zero: lowest compared OMol25 entry of this formula, charge and spin) is 6.37 kcal/mol. Its molar mass is 1219.20 g mol⁻¹. Its net charge is -2. As for the spin multiplicity: 2.

=====

> Among the records above, which one has the lowest molar mass?

C47H36ClN4ORuSSbSe

=====

> molar mass of number 4 (C47H37BrCl4HgN6O3PS)?

1219.20 g mol⁻¹